Density functional theory data (wB97M-V/def2-TZVPD) for C31H38IrN4O3P2Se2 as an isolated structure at a distorted geometry.

```
81
Properties=species:S:1:pos:R:3:mulliken_charge:R:1
Ir -0.2246 0.1119 0.3279 1.168
Se 2.2753 -0.0049 -0.1614 -0.217
P 2.0276 1.9272 -1.1282 0.780
Se 0.1073 2.5679 -0.3104 -0.301
C 1.9625 1.7451 -2.9127 0.901
C 0.7689 1.8116 -3.6261 -0.632
C 0.7775 1.5860 -4.9960 -0.617
C 1.9679 1.2866 -5.6430 -0.557
C 3.1587 1.2173 -4.9285 -0.670
C 3.1613 1.4470 -3.5637 -0.649
C 3.3317 3.0806 -0.7466 0.834
C 3.1817 4.3878 -1.2202 -0.508
C 4.1131 5.3471 -0.8687 -0.696
C 5.1871 5.0051 -0.0531 -0.470
C 5.3433 3.7038 0.3999 -0.703
C 4.4101 2.7345 0.0615 -0.397
H -0.1566 2.0561 -3.1189 0.425
H -0.1440 1.6524 -5.5590 0.456
H 1.9717 1.1131 -6.7109 0.438
H 4.0850 0.9881 -5.4374 0.448
H 4.0914 1.3981 -3.0087 0.432
H 2.3432 4.6531 -1.8553 0.398
H 4.0015 6.3622 -1.2245 0.429
H 5.9050 5.7625 0.2319 0.418
H 6.1884 3.4438 1.0225 0.434
H 4.5252 1.7193 0.4202 0.295
C -4.9376 2.1953 2.7287 -0.904
C -3.6220 2.6849 2.7141 -0.593
C -2.7197 2.2524 1.7711 -0.172
C -3.0776 1.2975 0.8034 1.235
C -2.1611 0.7427 -0.1711 0.412
C -2.7071 0.0905 -1.2903 -0.128
C -4.0440 -0.2766 -1.3411 -1.051
C -4.8899 0.0836 -0.3120 -0.896
C -4.4392 0.8839 0.7577 0.729
C -5.3427 1.3274 1.7517 -0.891
H -5.6323 2.5301 3.4866 0.444
H -3.3206 3.4275 3.4420 0.502
H -1.7391 2.7011 1.7218 0.425
H -2.0762 -0.1665 -2.1323 0.146
H -4.4144 -0.8388 -2.1878 0.491
H -5.9355 -0.1990 -0.3482 0.487
H -6.3672 0.9780 1.7173 0.460
C 0.3615 1.1883 3.0380 -0.194
N 0.5157 1.0323 4.4590 0.121
C 1.6741 0.1859 4.7531 -0.812
N 1.4941 -1.1435 4.1718 0.112
C 1.3675 -1.0242 2.7495 -0.265
N 0.1475 -0.1603 2.3644 0.166
C -1.0522 -0.8194 3.0224 -0.107
N -0.8857 -0.9390 4.4429 0.191
C -0.6827 0.3947 5.0193 -0.780
C 0.2934 -1.7601 4.7333 -0.626
H 1.2449 1.6439 2.5913 0.130
H -0.5112 1.7997 2.8443 -0.069
H 1.7885 0.0973 5.8322 0.349
H 2.5712 0.6468 4.3376 0.361
H 1.2345 -1.9962 2.2937 -0.242
H 2.2518 -0.5414 2.3472 0.633
H -1.1662 -1.8033 2.5752 -0.105
H -1.9237 -0.2001 2.8045 0.030
H -0.5627 0.2989 6.0968 0.338
H -1.5548 1.0174 4.8127 0.364
H 0.1591 -2.7533 4.3025 0.328
H 0.4057 -1.8506 5.8123 0.348
C 0.4950 -4.4375 0.4832 -0.823
O 0.3369 -3.0162 0.7701 -0.395
P -0.4195 -2.0532 -0.2272 0.309
O -1.8711 -2.6713 -0.3855 -0.367
C -2.8423 -2.6595 0.6744 -0.629
O 0.1960 -2.4125 -1.6227 -0.384
C 0.4537 -1.5514 -2.7512 -0.469
H 1.0228 -4.8571 1.3327 0.301
H 1.0778 -4.5615 -0.4253 0.309
H -0.4812 -4.9045 0.3724 0.310
H -3.8021 -2.8708 0.2148 0.308
H -2.8748 -1.6834 1.1582 0.097
H -2.6061 -3.4352 1.4027 0.338
H 0.1895 -2.1160 -3.6403 0.376
H 1.5079 -1.2919 -2.7613 0.312
H -0.1396 -0.6402 -2.7033 0.002
```

Properties
Total charge: +2
2S+1: 2
HOMO (alpha / beta) in eV: -13.6 / -13.7
F_max in eV/Å: 2.184
Energy in eV: -196963.739
⟨S²⟩: 0.7721
Kohn-Sham gap (alpha / beta) in eV: 6.3648 / 5.4041

***

Density functional theory data (wB97M-V/def2-TZVPD) for C38H54N3O3PRb as an isolated structure.

```
100
Properties=species:S:1:pos:R:3:mulliken_charge:R:1
Rb -0.2864 -0.1293 -0.6427 1.135
C -1.7991 -3.8248 -0.6720 -1.368
N -1.3750 -3.0541 0.4832 1.368
C -2.5537 -2.4335 1.0960 -1.202
C -2.3125 -1.1542 1.8998 0.870
C -3.3334 -0.0824 1.5202 -1.625
N -3.1223 0.3080 0.1350 0.062
C -3.3361 1.5264 -0.1654 -0.154
C -3.1692 2.1774 -1.4611 0.834
C -3.6839 3.4758 -1.5440 -0.617
C -3.6296 4.2350 -2.6950 -0.773
C -3.0149 3.6709 -3.8169 -0.386
C -2.4749 2.4119 -3.7782 -0.670
C -2.5025 1.5948 -2.6012 0.209
O -1.9461 0.4575 -2.5767 -0.894
C -0.6433 -3.9203 1.3968 -1.221
C 0.2119 -3.2343 2.4516 -0.742
C 1.4280 -2.4576 1.9182 -0.882
N 1.1778 -1.0333 1.8237 0.980
C 1.6130 -0.3373 2.8012 -0.943
C 1.4518 1.0862 3.0456 0.824
C 1.9006 1.5493 4.2870 -0.732
C 1.8023 2.8719 4.6649 -0.804
C 1.2235 3.7707 3.7577 -0.353
C 0.7847 3.3652 2.5245 -0.799
C 0.8963 2.0054 2.0847 0.044
O 0.5784 1.6503 0.9167 -0.309
H -2.5102 -4.6273 -0.4002 0.375
H -0.9313 -4.2723 -1.1557 0.327
H -2.2819 -3.1656 -1.3928 0.229
H -3.0909 -3.1845 1.7086 0.154
H -3.2202 -2.1739 0.2728 0.592
H -1.3061 -0.7884 1.6957 -0.708
H -2.3438 -1.3294 2.9792 0.356
H -3.2706 0.7771 2.2034 0.559
H -4.3430 -0.5077 1.6214 0.300
H -3.6912 2.2176 0.6210 0.087
H -4.1467 3.8903 -0.6525 0.286
H -4.0394 5.2358 -2.7237 0.368
H -2.9523 4.2437 -4.7381 0.362
H -1.9825 1.9872 -4.6458 0.355
H 0.0201 -4.5432 0.7878 0.486
H -1.3497 -4.6134 1.8970 0.351
H 0.5752 -4.0280 3.1141 0.409
H -0.3875 -2.5754 3.0796 0.232
H 1.6817 -2.8328 0.9204 -0.011
H 2.2976 -2.6527 2.5681 0.609
H 2.1831 -0.8413 3.6042 0.058
H 2.3404 0.8270 4.9704 0.296
H 2.1523 3.2046 5.6331 0.373
H 1.1245 4.8181 4.0275 0.364
H 0.3546 4.0681 1.8207 0.423
C -1.2059 -1.8704 -4.5882 -0.537
C -0.1781 -2.7590 -3.9617 0.867
C 0.3914 -3.8888 -4.7964 -1.438
O 0.1887 -2.6215 -2.8159 -0.042
H -0.8268 -1.4875 -5.5388 0.439
H -1.4929 -1.0516 -3.9259 -0.360
H -2.0757 -2.4846 -4.8410 0.446
H 0.2893 -3.7212 -5.8667 0.388
H -0.1555 -4.8006 -4.5438 0.355
H 1.4352 -4.0382 -4.5266 0.235
C 5.8089 -1.8062 -2.8044 -1.810
C 4.5708 -1.8473 -1.9025 2.173
C 5.0094 -2.2511 -0.4862 -1.981
C 3.6346 -2.9462 -2.4447 -1.962
P 3.5158 -0.3075 -1.6454 0.722
C 4.4965 0.8185 -0.5757 -0.132
C 3.7950 1.3424 0.5058 0.231
C 4.3999 2.2143 1.4047 -0.061
C 5.7268 2.5655 1.2348 -0.774
C 6.4458 2.0533 0.1592 -0.822
C 5.8354 1.1951 -0.7376 -0.117
C 3.3887 0.6694 -3.2414 2.048
C 2.6757 -0.1888 -4.2863 -2.110
C 4.6855 1.2326 -3.8269 -1.864
C 2.4833 1.8646 -2.9048 -2.134
H 6.3022 -2.7842 -2.7764 0.502
H 6.5456 -1.0678 -2.4976 0.202
H 5.5429 -1.6135 -3.8449 0.329
H 5.4548 -3.2494 -0.5231 0.592
H 4.1621 -2.2874 0.2015 0.325
H 5.7410 -1.5576 -0.0741 0.345
H 3.9471 -3.9220 -2.0630 0.476
H 3.6850 -2.9990 -3.5330 0.406
H 2.5887 -2.7965 -2.1668 0.132
H 2.7527 1.0732 0.6392 0.028
H 3.8220 2.6005 2.2347 0.201
H 6.2053 3.2393 1.9346 0.405
H 7.4836 2.3296 0.0180 0.413
H 6.4109 0.8272 -1.5749 0.183
H 3.2418 -1.0776 -4.5591 0.254
H 2.5298 0.4038 -5.1941 0.595
H 1.6934 -0.5044 -3.9282 0.312
H 5.3597 0.4572 -4.1936 0.288
H 5.2227 1.8355 -3.0950 0.369
H 4.4457 1.8854 -4.6724 0.518
H 1.5413 1.5691 -2.4417 0.413
H 2.2408 2.4001 -3.8269 0.523
H 2.9770 2.5616 -2.2254 0.342
```

Properties
Total charge: -1
HOMO in eV: -4.0
F_max in eV/Å: 0.889
Energy in eV: -60841.904
Kohn-Sham gap in eV: 6.0607

***

Density functional theory data (wB97M-V/def2-TZVPD) for C8H10N2OsS as an isolated structure at a distorted geometry.

```
22
Properties=species:S:1:pos:R:3:mulliken_charge:R:1
C -0.7015 1.2099 -1.1245 -0.314
C 0.6077 1.2162 -1.6840 -0.367
C 1.2739 2.3858 -1.2413 -0.379
C 0.3938 3.1238 -0.3956 -0.741
C -0.8335 2.3853 -0.3216 -0.395
Os 0.6946 1.2669 0.3039 0.656
N -0.9729 -2.2386 0.6131 -0.329
C -0.7295 -3.5270 0.2435 -0.274
C 0.3606 -2.4345 0.0239 -0.418
H 2.2971 2.6467 -1.4691 0.391
H 0.9506 0.4038 -2.3170 0.373
H 0.6137 4.0504 0.0994 0.412
H -1.7616 2.6336 0.1808 0.434
H -1.4833 0.4667 -1.3103 0.324
H 0.5653 -2.0774 -0.9998 0.114
H -1.2623 -3.9180 -0.6549 0.198
H -1.1332 -2.1645 1.6078 0.231
H 1.2081 -2.3811 0.7204 0.217
H -0.5427 -4.2271 1.0795 0.274
S 1.7108 0.2340 1.9961 -0.292
C -0.0407 0.3873 2.2425 0.430
N -1.2152 0.5579 2.4072 -0.545
```

Properties
Total charge: 0
2S+1: 5
HOMO (alpha / beta) in eV: -6.4 / -8.9
F_max in eV/Å: 12.515
Energy in eV: -24732.054
⟨S²⟩: 6.0255
Kohn-Sham gap (alpha / beta) in eV: 6.7919 / 6.7925

***

Density functional theory data (wB97M-V/def2-TZVPD) for a 2-piece molecular cluster, C9H15NO2 overall at a distorted geometry.

```
27
Properties=species:S:1:pos:R:3:mulliken_charge:R:1
C -1.6075 1.0096 -1.8699 -0.798
C -1.7437 -0.1970 -1.3313 -0.356
C -2.3509 -0.4576 0.0051 0.461
N -3.5911 -1.2383 -0.0908 -0.682
C -1.3131 -1.1454 0.8154 -0.145
C -0.7262 -0.6576 1.9109 -1.095
H -1.1176 1.1040 -2.8435 0.252
H -1.9101 1.9239 -1.3832 0.267
H -1.4134 -1.0558 -1.9145 0.258
H -2.6000 0.5061 0.5056 0.233
H -3.3715 -2.2190 -0.2599 0.273
H -4.0882 -0.9323 -0.9222 0.290
H -1.0042 -2.1313 0.4460 0.321
H 0.0570 -1.2434 2.3710 0.353
H -0.9668 0.3001 2.3892 0.365
C 0.8058 2.4941 0.5278 -0.831
C 1.4554 1.3607 0.7181 0.218
O 2.3771 0.8389 -0.1336 -0.355
C 2.8886 -0.4365 0.2268 -0.093
C 3.9083 -0.8416 -0.7786 -0.098
O 4.7159 -1.7139 -0.5818 -0.472
H 0.0864 2.8308 1.2802 0.249
H 0.9746 3.1132 -0.3522 0.275
H 1.3109 0.7902 1.6308 0.276
H 3.3426 -0.4984 1.2294 0.324
H 2.0805 -1.1717 0.1661 0.170
H 3.8015 -0.3321 -1.7608 0.339
```

Properties
Total charge: 0
HOMO in eV: -9.1
SMILES: C=CC(N)C=C.C=COCC=O
F_max in eV/Å: 1.041
Energy in eV: -15158.075
Kohn-Sham gap in eV: 9.8835

***

Density functional theory data (wB97M-V/def2-TZVPD) for an isolated molecule of C7H8BrNS at a distorted geometry.

```
18
Properties=species:S:1:pos:R:3:mulliken_charge:R:1
C -0.0766 -2.3010 -0.0960 -0.808
N 0.2351 -0.8972 -0.2413 0.230
C 1.5183 -0.3474 0.0905 -0.668
C 1.3848 1.1642 0.3296 -0.382
C -0.1012 1.4089 0.0276 0.069
C -0.9882 2.4168 -0.0935 -0.358
S -2.5798 1.9329 -0.3597 -0.150
C -2.1484 0.1874 -0.4096 -0.170
Br -3.4331 -1.1563 -0.2846 -0.135
C -0.6483 0.1535 -0.0737 0.138
H 0.6760 -2.6807 0.6889 0.267
H -1.1394 -2.4853 0.2237 0.277
H 0.0662 -2.8264 -1.0689 0.254
H 2.3542 -0.6774 -0.6730 0.271
H 2.0371 -0.8671 0.9478 0.291
H 1.9907 1.8892 -0.3775 0.248
H 1.5584 1.5786 1.3580 0.274
H -0.7058 3.5075 0.0116 0.352
```

Properties
Total charge: 0
HOMO in eV: -7.2
SMILES: CN1CCc2csc(Br)c21
F_max in eV/Å: 7.322
Energy in eV: -89754.278
Kohn-Sham gap in eV: 7.9242